{"formula": "C3H8N", "method": "wB97M-V/def2-TZVPD", "species": ["C", "C", "C", "N", "H", "H", "H", "H", "H", "H", "H", "H"], "positions_angstrom": [[0.809, 1.723, -0.532], [-0.169, 0.663, -0.156], [0.064, -0.652, -0.237], [-0.644, -1.574, 0.757], [0.911, 2.320, 0.382], [0.497, 2.389, -1.328], [1.759, 1.298, -0.835], [-1.120, 1.021, 0.225], [0.910, -1.051, -0.779], [-0.723, -1.003, 1.589], [-0.050, -2.389, 0.853], [-1.577, -1.771, 0.391]], "forces_ev_per_a": [[-0.11, -0.20, -0.27], [-0.17, -0.68, -0.47], [0.40, 1.27, 0.78], [0.00, 1.49, -2.23], [0.28, 0.03, -0.22], [-0.37, 0.10, -0.04], [0.19, -0.01, 0.17], [0.05, -0.04, 0.60], [-0.01, -0.43, 0.38], [0.00, -0.49, 0.56], [-0.28, -0.43, 0.47], [0.03, -0.60, 0.28]], "mulliken_charge": [-1.091, -0.144, -0.187, -0.294, 0.303, 0.324, 0.332, 0.329, 0.332, 0.375, 0.352, 0.369], "orbital_gap_ev": 10.93, "e_above_lowest_ev": 0.530, "charge": 1, "total_energy_ha": -173.56326, "smiles": "C/C=C/[NH3+]"}